Below is 2 unconnected molecules or ions with the total composition C2 in a non-equilibrium geometry, with properties calculated with wB97M-V/def2-TZVPD.

Structure (XYZ):
```
2
Properties=species:S:1:pos:R:3:forces:R:3:lowdin_charge:R:1
C 0.94079 0.43669 0.35202 -5.140 -2.386 -1.923 0.000
C -0.94079 -0.43669 -0.35202 5.140 2.386 1.923 0.000
```
Forces are in eV/Å.

Summary:
ΔE to the lowest compared entry with this formula, charge and spin in eV: 4.949


Below is a molecular structure, C20H10Cl5N2O2V in a non-equilibrium geometry, with properties calculated with wB97M-V/def2-TZVPD.

Structure (XYZ):
```
40
Properties=species:S:1:pos:R:3:forces:R:3:mulliken_spin:R:1
V 0.02036 0.15356 0.06407 -0.278 -0.161 0.135 2.293
O -1.38748 1.09284 -0.30117 -2.892 1.842 -0.950 -0.057
C -2.52445 1.02560 -1.02732 1.061 -0.355 0.234 0.125
C -3.52278 1.96685 -0.85014 -0.361 0.176 0.011 -0.053
C -4.71207 1.87699 -1.55900 0.109 -0.060 0.001 0.136
C -4.89471 0.83394 -2.47426 0.017 0.038 0.044 -0.062
C -3.88849 -0.08668 -2.67667 0.084 -0.016 0.018 0.077
C -2.66542 -0.02380 -1.97294 -0.044 -0.065 -0.158 -0.013
C -1.62134 -0.96338 -2.25327 0.478 0.151 0.264 0.371
N -0.43173 -0.92346 -1.64434 -0.511 -0.201 -0.060 0.017
N 0.53825 -1.79174 -2.06130 -0.324 0.097 -0.243 -0.053
C 1.54796 -1.69554 -1.25224 -0.034 0.618 0.739 0.061
O 1.47190 -0.88483 -0.19325 2.454 -1.860 -1.172 0.012
C 2.80955 -2.39377 -1.53100 0.072 -0.113 0.103 -0.003
C 2.85962 -3.42807 -2.46681 0.082 -0.061 -0.050 0.030
C 4.05868 -4.06743 -2.74136 -0.051 0.006 -0.010 -0.018
C 5.22735 -3.68714 -2.08963 -0.049 0.047 0.025 0.034
C 5.18258 -2.65818 -1.15774 -0.095 0.030 -0.004 -0.019
C 3.98206 -2.01570 -0.87653 0.041 -0.079 0.013 0.035
H -3.35014 2.76563 -0.13921 -0.013 -0.033 0.021 -0.002
H -5.49320 2.60963 -1.39811 0.004 -0.005 -0.012 0.014
H -5.82228 0.75201 -3.02844 0.019 0.003 0.007 -0.003
H -4.02302 -0.88639 -3.39899 0.003 0.033 0.021 0.004
H -1.78092 -1.71637 -3.01825 0.012 -0.029 -0.034 0.029
H 1.94539 -3.71771 -2.96855 0.029 0.020 0.003 0.002
H 4.08246 -4.87017 -3.46993 -0.001 0.017 0.026 -0.001
H 6.16255 -4.19042 -2.30556 -0.021 0.018 0.001 0.004
H 6.08780 -2.35004 -0.64811 -0.018 -0.005 0.010 -0.001
H 3.93529 -1.21590 -0.14847 -0.004 -0.013 -0.011 0.006
Cl -2.25215 -0.91358 2.09409 0.193 0.051 0.100 0.010
C -0.85580 -0.24632 2.92545 -0.074 0.002 0.016 -0.024
C 0.14943 0.33428 2.15716 0.315 -0.044 1.022 0.010
C 1.22135 0.83874 2.88458 0.027 0.052 0.101 0.016
Cl 2.53861 1.62853 2.03142 -0.225 -0.140 -0.050 0.006
C 1.31758 0.75970 4.27394 0.128 0.097 -0.072 0.005
Cl 2.68422 1.40561 5.11765 -0.032 -0.036 0.001 0.000
C 0.29190 0.15535 4.99189 0.049 0.003 0.116 0.008
Cl 0.40003 0.01410 6.71200 -0.032 0.030 -0.053 0.001
C -0.81530 -0.34154 4.31603 -0.194 -0.072 -0.124 0.006
Cl -2.11204 -1.06679 5.20441 0.074 0.017 -0.028 -0.001
```
Forces are in eV/Å.

Summary:
Energy in hartree: -4273.19681
Total charge: -1
2S+1: 4


Below is a molecular structure, C20H10ClN4O2PdS2, with properties calculated with wB97M-V/def2-TZVPD.

Structure (XYZ):
```
40
Properties=species:S:1:pos:R:3:forces:R:3:mulliken_spin:R:1
Pd 0.30523 -0.81802 -1.39187 -0.008 0.007 -0.387 1.416
Cl 6.11755 3.92398 -1.45004 0.010 0.006 -0.001 0.111
C 5.06173 2.61226 -1.46779 -0.019 0.004 0.003 0.290
C 5.56591 1.29319 -1.46622 0.006 0.008 -0.003 -0.081
C 4.70372 0.24343 -1.48212 -0.038 0.011 -0.016 0.188
C 3.26611 0.43516 -1.49650 0.042 0.010 -0.058 0.091
O 2.52799 -0.57492 -1.50533 0.004 -0.017 0.113 0.290
C 2.77657 1.80810 -1.50376 -0.101 0.039 0.024 0.096
C 1.35723 2.16612 -1.55742 0.109 -0.118 -0.051 0.001
O 0.41452 1.39112 -1.60769 -0.138 0.090 0.162 0.080
C 3.66833 2.84786 -1.48878 0.047 -0.005 -0.001 0.043
H 6.63644 1.13914 -1.45671 0.001 -0.001 0.001 0.000
H 5.05791 -0.77861 -1.48834 -0.005 -0.005 0.001 0.000
H 1.14458 3.24417 -1.56505 0.003 0.001 -0.029 0.003
H 3.31689 3.87289 -1.49939 0.002 0.002 0.000 -0.002
S -5.17332 -0.51644 3.93704 0.139 0.375 0.148 0.061
N -5.29503 -0.46771 2.33747 0.077 -0.345 -0.195 0.087
C -4.06746 -0.56109 1.84208 -0.172 0.143 0.288 0.047
C -3.73666 -0.59545 0.44776 0.216 0.016 -0.333 0.206
C -4.64135 -0.53406 -0.58536 -0.011 -0.009 0.294 -0.065
C -4.18087 -0.57822 -1.89493 0.163 -0.010 -0.132 0.359
C -2.77973 -0.68849 -2.14038 -0.078 0.000 -0.091 0.068
N -1.87177 -0.75295 -1.21191 -0.035 0.072 0.082 0.248
C -2.28267 -0.70220 0.13670 -0.184 0.004 0.053 0.298
C -1.32543 -0.74806 1.10886 -0.095 0.011 -0.157 0.117
N 0.00878 -0.83849 0.71614 0.279 -0.016 0.147 0.384
C 0.96053 -0.88705 1.63231 -0.124 -0.017 -0.217 0.011
C 0.69296 -0.84216 2.99751 -0.087 0.006 0.161 0.296
C -0.64301 -0.74611 3.44039 0.128 -0.025 0.024 -0.013
C -1.64368 -0.70317 2.51773 -0.198 0.045 0.085 0.112
C -3.06981 -0.61287 2.85291 0.185 0.099 -0.138 0.040
N -3.54805 -0.56096 4.07116 -0.187 -0.317 0.038 0.032
H -5.69670 -0.45473 -0.36079 -0.002 0.003 -0.013 -0.002
H -4.85372 -0.53265 -2.73767 0.000 -0.003 -0.003 0.013
H -2.42705 -0.72510 -3.16598 -0.019 0.003 0.000 0.019
H 1.97637 -0.97206 1.26517 0.010 0.006 0.014 0.023
H 1.51042 -0.88615 3.70178 0.007 -0.002 -0.008 0.009
H -0.87950 -0.71320 4.49535 0.002 0.003 -0.001 0.000
S 0.62990 -4.31985 -1.34649 -0.060 -0.172 -0.163 0.001
C 0.41614 -2.86663 -1.62981 0.132 0.098 0.361 0.124
```
Forces are in eV/Å.

Summary:
Total charge: +2
ΔE to the lowest compared entry with this formula, charge and spin in eV: 0.000
2S+1: 6


Below is a molecular structure, C20H10CsF3N4O11, with properties calculated with wB97M-V/def2-TZVPD.

Structure (XYZ):
```
49
Properties=species:S:1:pos:R:3:forces:R:3:lowdin_charge:R:1
Cs 1.48975 -0.66221 1.08525 0.072 -0.195 0.101 1.293
O 1.13912 1.89218 -0.64362 0.065 0.124 -0.012 -0.101
C 1.07186 2.27809 0.54576 0.309 -0.222 0.079 -0.822
O 0.08082 2.18296 1.30907 0.088 0.036 -0.053 -0.100
C 2.36973 2.83401 1.15927 0.125 0.123 0.037 -0.062
C 2.29690 4.07847 1.72672 -0.060 0.191 0.094 0.043
C 3.41207 4.75255 2.25710 -0.032 -0.239 -0.107 -0.181
C 4.66384 4.13486 2.23377 0.128 0.166 0.110 0.045
C 4.74627 2.88967 1.70347 -0.292 -0.057 0.012 -0.098
C 3.64573 2.12238 1.15307 0.299 0.153 -0.143 -0.361
O 3.87769 0.96088 0.74861 -0.418 0.015 -0.036 -0.161
N 6.05214 2.21003 1.71397 -0.003 -0.017 -0.004 -0.364
O 6.32609 1.51859 2.67642 -0.021 0.014 0.012 0.073
O 6.79532 2.37891 0.76579 -0.005 0.038 -0.019 0.071
N 3.28382 6.05193 2.81271 0.004 0.127 -0.065 -0.386
O 4.28735 6.60898 3.26622 0.033 -0.029 0.032 -0.006
O 2.18195 6.59572 2.81798 -0.035 -0.025 0.021 0.014
H 1.33638 4.57547 1.76640 0.003 -0.033 -0.004 0.125
H 5.53204 4.63798 2.63797 -0.033 0.006 -0.007 0.127
O -0.76891 -4.66717 3.07803 0.077 0.016 -0.013 -0.023
C -0.74964 -3.77071 2.22518 -0.121 0.154 -0.258 -0.678
O 0.21222 -3.11808 1.74950 -0.009 -0.193 0.222 -0.247
C -2.12045 -3.38515 1.61601 0.101 0.031 -0.004 -0.098
C -2.26698 -2.28728 0.77544 -0.239 0.109 -0.113 -0.004
C -3.50597 -1.97457 0.22034 0.085 0.004 0.052 -0.059
C -4.61374 -2.75559 0.49153 -0.163 -0.001 -0.047 -0.023
C -4.45730 -3.84486 1.33536 0.242 0.095 -0.047 -0.151
C -3.23366 -4.16156 1.90167 -0.128 -0.156 0.076 0.054
N -5.62787 -4.67705 1.63077 -0.138 -0.029 0.158 -0.359
O -6.69732 -4.37169 1.12466 0.062 0.000 -0.045 0.038
O -5.49043 -5.62650 2.37929 0.040 0.014 -0.064 0.061
H -1.42229 -1.65001 0.54151 0.053 -0.231 0.105 0.074
H -3.60351 -1.11099 -0.42523 -0.003 0.003 -0.010 0.101
H -5.58442 -2.53739 0.07103 0.019 0.004 0.001 0.108
H -3.11540 -5.00435 2.56774 -0.002 0.005 -0.009 0.123
F -1.88708 1.18303 -5.70533 -0.012 -0.044 -0.009 0.138
C -1.91939 -0.12170 -5.37164 0.001 -0.010 0.018 -0.576
F -3.21605 -0.42847 -5.15296 0.052 0.023 -0.034 0.133
F -1.53479 -0.81514 -6.46176 -0.041 0.052 0.026 0.122
C -1.06942 -0.41949 -4.17064 -0.007 0.000 -0.073 -0.126
C -1.32779 0.23299 -2.97850 -0.077 0.076 0.032 0.021
C -0.54732 -0.07493 -1.87484 0.133 -0.121 -0.027 -0.133
N 0.42618 -0.98828 -1.91779 -0.047 0.071 -0.028 0.042
C 0.67749 -1.58683 -3.07501 -0.109 -0.029 0.055 -0.118
C -0.03870 -1.33911 -4.23727 0.019 -0.053 0.004 -0.003
H -2.11101 0.97635 -2.90330 0.024 -0.014 0.010 0.129
H -0.67305 0.45594 -0.93831 -0.054 0.029 -0.044 0.085
H 1.48155 -2.31453 -3.07625 0.008 0.011 0.008 0.110
H 0.19617 -1.85830 -5.15514 0.003 0.008 0.008 0.111
```
Forces are in eV/Å.

Summary:
Total charge: -2
ΔE to the lowest compared entry with this formula, charge and spin in eV: 0.380


Below is a molecular structure, C20H11BCl3F4I2N3O4Rh in a non-equilibrium geometry, with properties calculated with wB97M-V/def2-TZVPD.

Structure (XYZ):
```
49
Properties=species:S:1:pos:R:3:forces:R:3:lowdin_charge:R:1
Rh -0.17172 0.22798 -0.35246 -0.940 -1.262 -0.651 1.370
I -2.98521 -3.83463 1.85037 -0.190 0.082 0.138 0.910
C -3.22874 -1.77839 2.08613 1.849 0.183 -1.401 -0.645
C -4.20428 -1.22558 2.85941 -0.426 1.877 0.460 -0.234
C -4.26066 0.17295 2.98141 -0.500 -0.763 0.382 -0.655
I -5.79349 0.93939 4.20416 0.113 -0.013 -0.077 0.846
C -3.34552 1.04565 2.34533 -0.291 -0.773 0.144 -0.221
C -3.32875 2.43740 2.47651 1.498 1.092 -1.168 -0.018
C -2.34211 3.18048 1.78010 -2.289 -0.396 1.785 -0.036
C -1.43087 2.53607 1.00327 1.080 -2.499 -1.074 -0.076
N -1.42242 1.18078 0.86553 -0.854 2.279 0.715 -0.022
C -2.35508 0.43795 1.52217 0.222 0.441 -0.015 -0.121
C -2.25289 -0.97968 1.38827 -1.212 -1.195 1.007 -0.431
O -1.32097 -1.54927 0.74084 1.950 1.765 -1.692 -0.110
H -4.90970 -1.84665 3.39202 -0.049 0.015 -0.032 0.077
H -4.05739 2.94371 3.09144 -0.034 -0.015 0.023 0.054
H -2.32131 4.25509 1.86485 0.041 0.081 -0.010 0.105
H -0.66022 3.04872 0.44615 0.014 0.037 -0.089 0.111
O 1.15129 0.22262 1.04822 -0.556 1.344 0.395 -0.169
C 2.09965 -0.62565 1.23873 1.194 -1.256 -0.234 -0.321
C 2.63821 -0.71303 2.54970 -0.324 0.098 -0.364 -0.012
C 3.63888 -1.59245 2.86808 0.065 -0.066 -0.285 -0.100
C 4.17302 -2.42289 1.88205 0.215 -0.137 -0.057 -0.116
C 3.70093 -2.34467 0.58746 -0.132 0.129 0.136 -0.050
C 2.67725 -1.46155 0.22889 -0.169 0.427 0.949 -0.076
C 2.21767 -1.35081 -1.13269 -0.171 0.067 -0.267 -0.241
N 1.08816 -0.77231 -1.53465 0.551 -0.753 0.412 -0.023
C 1.04406 -0.83662 -2.88629 0.392 -0.297 -0.926 -0.108
C 2.16853 -1.46648 -3.33150 -0.766 0.331 -0.392 -0.060
N 2.89115 -1.79529 -2.22420 -0.057 0.119 0.727 0.130
H 2.20949 -0.05951 3.29076 -0.104 0.104 0.133 0.110
H 4.01124 -1.64341 3.88288 0.009 0.005 0.021 0.098
H 4.96199 -3.11839 2.13029 0.020 -0.065 -0.020 0.089
H 4.11977 -2.99932 -0.16600 0.043 -0.072 -0.032 0.100
H 0.22470 -0.44324 -3.45344 -0.126 0.056 -0.037 0.113
H 2.48712 -1.69645 -4.32644 0.077 -0.051 -0.144 0.111
H 3.80635 -2.21342 -2.21492 -0.146 0.105 0.078 0.154
Cl 3.39295 3.43551 -3.80096 0.176 0.104 -0.117 0.588
C 1.71227 3.25538 -3.31804 -0.089 -0.434 0.220 -1.529
Cl 1.06361 4.82204 -2.85680 -0.128 0.366 0.156 0.582
Cl 0.77156 2.61917 -4.68069 -0.075 -0.091 -0.134 0.591
C 1.58034 2.19759 -2.12733 1.899 0.173 -0.876 -0.840
O 2.56073 1.51153 -1.91654 0.153 0.036 0.158 0.003
O 0.45800 2.21092 -1.60710 -2.166 -1.453 1.861 -0.075
F -2.86013 -0.17233 -3.72153 -0.166 0.548 -0.588 0.163
B -2.53161 -0.82388 -2.57212 0.120 -0.249 0.180 -1.287
F -3.61466 -1.18367 -1.83029 -0.647 -0.112 0.462 0.165
F -1.69321 -1.87771 -2.81691 0.505 -0.591 -0.073 0.149
F -1.75798 0.14632 -1.73410 0.418 0.679 0.212 -0.040
```
Forces are in eV/Å.

Summary:
Total charge: -1
ΔE to the lowest compared entry with this formula, charge and spin in eV: 1.923


What did the first record say?
Below is 2 unconnected molecules or ions with the total composition C2 in a non-equilibrium geometry, with properties calculated with wB97M-V/def2-TZVPD.

Structure (XYZ):
```
2
Properties=species:S:1:pos:R:3:forces:R:3:lowdin_charge:R:1
C 0.94079 0.43669 0.35202 -5.140 -2.386 -1.923 0.000
C -0.94079 -0.43669 -0.35202 5.140 2.386 1.923 0.000
```
Forces are in eV/Å.

Summary:
ΔE to the lowest compared entry with this formula, charge and spin in eV: 4.949